# 1
{
  "formula": "C3H25O9",
  "method": "ωB97M-V/def2-TZVPD",
  "charge": 1,
  "multiplicity": 1,
  "elements": ["O", "O", "O", "H", "H", "O", "H", "H", "H", "O", "H", "H", "C", "H", "O", "H", "H", "H", "H", "H", "H", "H", "C", "H", "C", "H", "O", "H", "H", "O", "H", "H", "H", "H", "H", "H", "O"],
  "positions_angstrom": [[-16.645250, 13.467870, -20.285520], [-11.287200, 14.987390, -18.034960], [-12.959350, 6.506410, -18.118550], [-15.794620, 13.172320, -20.610030], [-8.488640, 4.110390, -17.674710], [-13.212170, 8.161850, -11.892930], [-9.957590, 4.338130, -17.298090], [-16.965230, 3.532060, -17.213000], [-13.411950, 8.467720, -12.777670], [-16.104280, 3.109580, -17.169760], [-13.712450, 7.353320, -20.617220], [-18.097760, 7.355610, -13.875790], [-14.207630, 7.884290, -19.804220], [-15.182900, 7.398260, -19.830970], [-18.468560, 3.867700, -22.551210], [-16.017520, 2.429750, -17.842000], [-14.421850, 8.923120, -20.055260], [-16.387710, 11.143760, -14.299120], [-18.842060, 8.414440, -13.090420], [-14.016320, 8.317930, -11.397740], [-8.908450, 4.119500, -16.158220], [-17.754970, 3.536500, -22.005950], [-13.367450, 7.814200, -18.435970], [-11.915610, 14.594640, -18.640830], [-12.197450, 8.776180, -18.321170], [-14.047920, 8.160570, -17.658100], [-9.166860, 3.856390, -17.044560], [-17.272250, 12.845960, -20.654780], [-15.415740, 3.776030, -17.111760], [-18.146440, 8.301620, -13.738190], [-18.031830, 4.371210, -23.238220], [-16.257680, 12.070620, -13.109200], [-11.316560, 15.923580, -18.232250], [-12.662850, 9.758330, -18.404140], [-11.704130, 8.813840, -17.349920], [-11.468470, 8.694220, -19.127370], [-16.100020, 12.022650, -14.052110]],
  "forces_ev_per_a": [[0.0, 0.2, 0.1], [0.2, -0.1, 0.1], [-0.3, -0.1, -0.3], [0.2, -0.1, -0.1], [1.0, 0.1, -0.7], [0.2, -0.2, 0.1], [-1.6, 0.7, -0.3], [-0.9, 0.4, 0.0], [0.0, 0.1, -0.3], [-0.7, -0.5, 0.9], [0.6, 0.4, -0.1], [0.0, -0.2, 0.0], [0.9, 0.2, 0.7], [-0.2, -0.2, 1.0], [-0.2, -0.1, 0.2], [0.5, -0.5, -0.7], [0.2, 0.1, -0.3], [-0.1, -0.2, -0.1], [-0.2, 0.1, 0.2], [-0.2, 0.1, 0.2], [0.3, 0.2, 1.0], [0.2, -0.1, 0.0], [-0.3, -2.3, 0.0], [-0.2, -0.1, -0.1], [-0.6, 1.1, -0.8], [-0.6, 0.2, 0.3], [0.0, -0.6, -0.2], [-0.2, -0.1, -0.1], [1.4, 1.0, -0.3], [0.2, 0.1, -0.1], [0.1, 0.2, -0.2], [0.0, 0.1, 0.2], [0.0, 0.3, 0.0], [0.2, 0.5, -0.2], [-0.1, -0.6, 0.0], [0.1, -0.2, 0.0], [0.1, 0.1, -0.1]]
}

---

# 2
{
  "formula": "C3H26N2O9",
  "method": "ωB97M-V/def2-TZVPD",
  "multiplicity": 1,
  "smiles": "NCCNCO.O.O.O.O.O.O.O.O",
  "elements": ["H", "H", "O", "H", "H", "H", "O", "H", "O", "H", "O", "H", "O", "H", "H", "H", "H", "H", "H", "C", "N", "H", "H", "C", "H", "H", "H", "H", "O", "H", "N", "H", "H", "H", "C", "O", "H", "O", "O", "H"],
  "positions_angstrom": [[1.818912, -0.144686, 1.746718], [4.124974, -0.536896, -0.689300], [0.383405, -2.645245, 3.164738], [0.728820, 1.684594, -2.069502], [3.323484, 0.520361, -1.848522], [-0.331397, -1.972732, -1.274231], [-0.864404, -1.369857, -3.965049], [2.147173, -1.670113, -0.125884], [-2.659459, 0.662354, -2.534021], [-2.086953, -0.424788, -1.106548], [-2.274554, -1.962812, 2.344508], [-2.825503, 0.226848, -3.379556], [1.628733, -0.085875, 2.693815], [1.180491, -2.107713, 3.281224], [0.701062, 0.390389, 0.019951], [-3.132631, 2.074333, 0.061550], [-2.433596, -1.106142, 2.765806], [0.006554, -1.741252, -4.152304], [-3.305627, 1.373960, -2.478192], [-0.320426, -1.254154, -0.450236], [3.131341, 1.009159, 0.191761], [2.098817, -1.495311, -1.819750], [4.002855, 1.364335, 0.540335], [1.987751, -0.900183, -0.905476], [-0.275759, -1.754110, 0.522650], [-1.780107, 1.131019, 2.325686], [2.477200, 1.736343, -0.072782], [-0.273868, -1.946475, 3.121490], [-1.575271, -0.607163, -0.299888], [1.906684, 0.819134, 2.885058], [0.703701, -0.266563, -0.754467], [-3.146521, 2.541544, 1.494957], [-2.456013, -1.726120, 1.419901], [-1.602417, 1.475009, 3.760435], [3.203457, 0.001945, -0.889963], [-2.747068, 2.740271, 0.642104], [-0.695869, -0.987390, -3.091605], [1.138647, 2.547970, -2.235515], [-2.307573, 1.288171, 3.127941], [0.400957, 3.117841, -1.967837]],
  "forces_ev_per_a": [[0.3, 0.0, 0.0], [-0.1, -0.5, -0.3], [0.7, 0.3, 0.1], [0.3, -0.3, -0.1], [-0.1, -0.2, -0.1], [0.0, -0.2, 0.2], [0.4, 0.0, 0.5], [-0.1, 0.2, 0.2], [-0.1, 0.0, -0.1], [0.7, 0.1, -0.1], [-0.3, 0.7, -0.3], [0.1, 0.0, 0.0], [-0.2, 0.4, -0.1], [0.0, -0.3, 0.0], [0.2, 0.1, 0.0], [0.1, 0.0, 0.0], [-0.1, -0.1, 0.3], [-0.2, -0.1, -0.4], [0.0, 0.0, -0.1], [-1.3, 0.5, -0.2], [-1.3, -0.7, 0.0], [-0.6, 0.2, -0.2], [0.2, 0.1, -0.3], [1.4, -1.4, 0.6], [1.0, -0.2, -0.1], [-0.3, 0.0, 0.0], [0.5, 0.3, 0.0], [-0.6, -0.3, -0.2], [-0.5, 0.0, 0.2], [0.0, -0.2, 0.1], [-0.4, 0.1, -0.2], [0.0, 0.1, 0.3], [0.2, -0.3, 0.0], [-0.3, 0.0, 0.3], [0.4, 1.7, 0.4], [-0.1, -0.2, -0.3], [-0.2, 0.2, -0.1], [-0.7, -0.1, 0.4], [0.7, -0.2, -0.3], [0.4, 0.2, -0.2]]
}

---

# 3
{
  "formula": "C3H26NO11S",
  "method": "ωB97M-V/def2-TZVPD",
  "charge": -1,
  "multiplicity": 1,
  "elements": ["H", "H", "C", "C", "H", "H", "H", "O", "O", "H", "O", "H", "O", "O", "H", "H", "S", "O", "H", "H", "H", "H", "H", "O", "C", "O", "H", "H", "N", "H", "H", "H", "H", "H", "H", "H", "H", "O", "H", "O", "O", "H"],
  "positions_angstrom": [[-0.554827, -0.283068, -0.280296], [-2.239348, -0.993049, -0.945452], [1.626298, 2.759828, -1.196938], [2.584834, 1.585379, -0.943184], [0.925003, 2.898376, -3.235115], [-1.243599, -2.869259, 2.001894], [1.266550, -1.013944, 1.188293], [-2.845375, -1.379146, -0.284530], [0.971870, -3.882628, 0.029176], [1.445582, -3.126845, 0.439529], [0.961259, 0.307225, 4.373363], [2.631430, 1.388024, 0.139035], [2.049834, -1.546587, 0.959416], [-1.679504, -2.060005, 1.659798], [0.232467, 2.207883, 0.386862], [-2.630520, 1.583364, -0.471758], [2.210709, 0.116532, -1.880206], [-0.671948, 2.033027, -1.375233], [2.298530, -1.295390, 0.045990], [0.225768, -0.182292, 4.745826], [0.333725, -4.978449, 1.878299], [0.033504, -1.380777, -2.005596], [-2.098836, -2.252892, 0.806451], [-2.294140, 3.062266, 2.270355], [0.305607, 2.243802, -0.706963], [-0.557969, 0.095150, 0.609080], [2.558647, 3.289123, -2.820432], [-3.532909, 2.471713, -1.340895], [1.591335, 3.267064, -2.576031], [0.686515, -3.657833, -0.860444], [-0.167751, -4.140051, 0.630581], [2.009479, 3.659791, -0.704860], [-1.609690, 2.396197, 2.337429], [3.610856, 2.001288, -0.999559], [-1.273436, -2.135676, -2.427995], [-2.500747, 3.014178, 1.323603], [0.983714, 0.104460, 3.437327], [-0.744653, -1.865106, -1.673762], [-0.972424, -0.605857, 1.151453], [-0.354399, -4.384631, 1.553120], [-3.497516, 2.005266, -0.500772], [-3.538545, -0.719715, -0.169353]],
  "forces_ev_per_a": [[0.3, 0.2, 0.2], [-0.2, -0.4, 0.4], [-0.4, -0.1, -1.4], [1.0, 0.7, 1.1], [0.4, -0.7, 0.1], [-0.1, 0.2, -0.4], [0.2, -0.1, -0.6], [-1.2, 0.8, -1.8], [2.9, 0.4, -3.8], [-0.2, 0.5, -0.2], [0.2, 0.3, 0.3], [-0.7, -0.1, 0.0], [0.0, -0.4, 0.4], [0.5, -0.7, 1.5], [0.2, -0.4, 0.1], [0.5, 0.1, -0.2], [0.1, -0.8, -0.4], [-0.3, -0.2, -0.7], [-0.2, 0.7, -0.1], [-0.1, -0.1, -0.2], [-0.3, 0.3, -0.5], [0.2, 0.2, -0.1], [0.0, 0.0, 0.4], [0.0, 0.1, -0.5], [0.1, 2.0, 0.6], [0.1, 0.1, 0.4], [0.2, -0.2, -1.2], [0.3, -0.1, 0.0], [-0.2, 0.4, 1.1], [0.6, 0.6, -0.3], [0.4, -0.3, 0.6], [-0.5, -0.4, 1.1], [0.3, -0.3, 0.3], [-0.1, -0.3, -1.0], [0.1, 0.0, -0.2], [-0.3, 0.1, 0.2], [-0.1, -0.1, -0.2], [0.4, -0.1, -0.1], [-0.1, -0.3, 0.0], [-3.4, -1.6, 4.4], [-0.4, -0.1, 0.3], [0.0, 0.0, 0.2]]
}

---

Relative energy (zero: lowest compared OMol25 entry of this formula, charge and spin) (kcal per mole)
224.3 17.2 12.1
Total energy (eV)
-21929.015 -24940.569 -38381.752
Frontier orbital gap (eV)
3.684 9.654 6.773